Here is a molecular structure, C31H33Br4Cl2N6O7P2W from the OMol25 dataset. Energies are from ωB97M-V with the def2-TZVPD basis set.

Computed properties:
- HOMO energy: -9.430 eV
- Charge: +1
- HOMO-LUMO gap: 6.4873 eV
- Relative energy (zero: lowest compared OMol25 entry of this formula, charge and spin): 12.20 kcal per mole
- Lowest unoccupied orbital energy: -2.9424 eV

Geometry as XYZ:
```
86
Properties=species:S:1:pos:R:3:forces:R:3
W -0.2988 0.2284 -0.0309 1.47 -0.69 -0.63
C -4.0335 -3.9556 3.0245 -0.03 0.03 -0.01
N -3.2412 -2.7352 3.0064 -0.06 -0.26 -0.04
C -3.0857 -1.8680 4.0446 0.02 -0.03 0.07
C -2.2570 -0.8751 3.5955 0.00 0.09 -0.01
N -1.9095 -1.1178 2.3023 -0.05 -0.08 -0.01
C -2.5036 -2.2451 1.9707 -0.01 0.22 -0.20
P -2.4702 -2.9463 0.3012 0.20 -0.09 0.22
C -2.9155 -1.4679 -0.6681 -0.11 0.01 0.24
N -2.3888 -0.2451 -0.6049 0.19 0.22 0.05
C -3.1916 0.5743 -1.3486 0.01 0.20 0.11
C -4.2067 -0.1574 -1.8764 -0.14 -0.01 -0.04
N -4.0280 -1.4377 -1.4365 -0.03 -0.06 0.05
C -4.8979 -2.5613 -1.7597 -0.03 -0.03 -0.01
C -0.6870 -2.9710 -0.0849 -0.36 0.08 -0.25
N 0.0584 -1.9353 -0.4549 -0.05 -0.06 0.39
C 1.1822 -2.4488 -1.0339 0.13 0.02 -0.02
C 1.1308 -3.8065 -0.9937 0.13 -0.01 -0.03
N -0.0552 -4.1271 -0.4019 -0.09 -0.05 0.15
C -0.5089 -5.4758 -0.0938 -0.03 -0.02 -0.04
H -4.3534 -4.1460 4.0446 0.00 0.00 0.01
H -3.4390 -4.8006 2.6836 0.00 0.00 0.00
H -4.9152 -3.8543 2.3931 0.00 -0.01 0.01
H -3.5565 -2.0338 4.9989 0.01 0.00 -0.02
H -1.9086 -0.0074 4.1314 0.02 0.00 -0.01
H -3.0057 1.6298 -1.4241 0.01 0.00 -0.03
H -5.0370 0.1198 -2.5027 0.02 0.00 0.01
H -5.7577 -2.1799 -2.3021 0.00 0.00 -0.01
H -5.2412 -3.0501 -0.8517 -0.01 0.00 0.00
H -4.3729 -3.2822 -2.3827 0.00 -0.01 0.00
H 1.9395 -1.8151 -1.4562 0.02 0.01 0.00
H 1.8298 -4.5579 -1.3187 -0.02 0.02 0.00
H 0.1483 -6.1813 -0.5930 0.00 -0.01 -0.01
H -1.5255 -5.6214 -0.4531 0.00 0.00 0.01
H -0.4717 -5.6543 0.9789 0.01 0.00 0.01
Cl -1.3627 4.5826 -6.1087 -0.01 0.03 -0.07
C -1.1179 3.7537 -4.6114 0.00 -0.09 -0.05
C -1.0631 4.5163 -3.4256 0.01 0.01 0.11
C -0.8717 3.9114 -2.2149 -0.03 0.21 -0.10
Cl -0.7976 4.8166 -0.7547 0.00 0.02 0.00
C -0.7312 2.5026 -2.1324 0.01 -0.27 -0.24
O -0.5990 1.9327 -0.9982 -0.23 0.61 0.12
C -0.7652 1.7585 -3.3350 -0.07 0.31 -0.04
C -0.4877 0.3789 -3.2720 -0.09 0.07 -0.45
O -0.1688 -0.2548 -2.2530 0.10 -0.29 0.82
C -0.9713 2.4006 -4.5793 0.00 0.03 0.00
H -1.1747 5.5907 -3.4780 0.00 0.00 0.00
H -0.5124 -0.1849 -4.2122 0.01 0.00 -0.05
H -0.9920 1.8180 -5.4920 -0.01 0.01 0.00
Br 2.3047 0.6497 6.4601 0.00 -0.01 -0.01
C 1.3199 0.9655 4.8876 -0.02 0.00 -0.01
C 0.4722 2.0774 4.7932 0.00 -0.01 0.00
Br 0.3343 3.2926 6.2229 0.00 0.00 -0.01
C -0.2736 2.2988 3.6362 -0.02 0.01 0.02
Br -1.4592 3.7400 3.4243 0.02 0.00 -0.01
C -0.1408 1.4200 2.5722 -0.05 -0.12 0.05
O -0.8238 1.4633 1.4443 0.04 -0.30 -0.19
C 0.7329 0.3387 2.6528 -0.18 0.04 -0.04
O 0.7624 -0.3936 1.5340 -0.18 0.02 -0.09
C 1.4443 0.0865 3.8097 0.03 -0.02 0.10
Br 2.4824 -1.4797 3.8893 0.02 0.00 -0.04
C 4.6333 -1.3116 -0.7150 -0.03 0.01 -0.02
C 3.8015 -1.0623 0.5245 0.08 0.04 0.00
O 3.3660 0.3045 0.6168 -0.14 0.04 0.11
P 2.2090 1.0177 -0.2066 -0.44 0.52 0.26
O 3.1000 1.4367 -1.4787 -0.09 -0.33 -0.09
C 2.5988 2.0976 -2.6487 0.04 0.16 0.05
C 3.6452 1.9993 -3.7335 0.01 0.02 0.02
O 2.0028 2.3547 0.6284 0.08 -0.16 -0.20
C 3.0847 3.2136 1.0703 0.04 0.02 0.02
C 2.8488 3.5654 2.5181 -0.04 0.00 0.01
H 4.9663 -2.3510 -0.7298 0.00 0.01 0.02
H 5.5130 -0.6688 -0.7192 -0.01 0.00 -0.01
H 4.0772 -1.1127 -1.6330 -0.01 -0.01 0.01
H 4.3979 -1.2172 1.4208 -0.01 -0.01 0.01
H 2.9320 -1.7129 0.5952 -0.02 -0.01 0.02
H 2.3837 3.1409 -2.4009 0.00 -0.01 0.03
H 1.6729 1.6254 -2.9587 -0.08 -0.03 -0.05
H 4.6124 2.3278 -3.3539 -0.01 0.02 -0.01
H 3.3712 2.6375 -4.5745 -0.02 -0.03 0.00
H 3.7439 0.9745 -4.0925 0.02 0.00 0.02
H 3.0645 4.0981 0.4327 -0.01 0.00 0.00
H 4.0354 2.7005 0.9312 0.02 0.00 0.00
H 1.8687 4.0295 2.6432 0.04 -0.01 0.00
H 3.6103 4.2677 2.8586 0.01 0.00 0.00
H 2.8950 2.6718 3.1429 0.00 0.01 -0.01
```
Positions in Å, forces in eV/Å.